1 | Computed, not measured: a cluster of 2 separate species, C3H8OS in total, with wB97M-V/def2-TZVPD.

```
! RIJCOSX wB97M-V def2-TZVPD def2/J DEFGRID3
* xyz 0 1
O -1.430 0.918 2.261
S 0.131 1.302 0.367
C 1.372 -1.148 -0.433
H -1.618 -0.221 0.057
H -0.546 -0.084 -1.293
H 0.448 -1.717 -0.465
H 2.128 0.584 0.677
H -2.266 1.252 1.911
C 1.217 0.181 0.273
H -1.928 1.095 -1.045
H 2.161 -1.721 -0.087
C -1.142 0.563 -0.639
H 1.473 -1.005 -1.584
*
```

Calculated values
LUMO (alpha / beta) (Ha): -0.015 / -0.015
HOMO (alpha / beta) (eV): -7.828 / -7.869
Kohn-Sham gap (alpha / beta) (eV): 7.418 / 7.466



2 | Computed, not measured: a structure of composition C3H8OS, with wB97M-V/def2-TZVPD.

```
! RIJCOSX wB97M-V def2-TZVPD def2/J DEFGRID3
* xyz 0 1
H 1.096 -0.548 1.695
H 2.776 -0.523 0.683
H 1.784 0.787 -0.912
S -0.577 -0.804 -0.862
H -2.374 0.802 -1.204
H -1.272 1.202 0.194
H 2.297 0.963 1.427
C 1.860 0.015 1.004
C 1.054 0.670 -0.015
H -1.523 -1.161 -2.139
H -2.612 0.066 0.382
C -1.864 0.388 -0.359
O -0.645 -1.858 0.107
*
```

Calculated values
LUMO (Ha): -0.019
HOMO (eV): -8.392
Kohn-Sham gap (eV): 7.874



3 | Computed, not measured: an isolated molecule of C3H8OS, with wB97M-V/def2-TZVPD.

```
! RIJCOSX wB97M-V def2-TZVPD def2/J DEFGRID3
* xyz 0 1
C -0.771 -0.469 0.263
H -1.011 -1.540 -0.092
H 1.959 -1.909 -0.179
H -1.025 1.555 -0.530
O 1.109 1.418 0.205
H -0.460 -0.507 1.318
H 0.446 0.533 -1.635
C -1.676 0.736 0.086
H -1.934 1.217 0.940
S 0.861 0.073 -0.303
H -2.465 0.496 -0.645
H 3.010 -0.594 0.256
C 1.957 -1.010 0.316
*
```

Calculated values
LUMO (Ha): 0.018
HOMO (eV): -8.806
Kohn-Sham gap (eV): 9.304



Verdict on stability: 1 comes out on top.



1 | Computed, not measured: a cluster of 2 separate species, C3H8OS in total, with wB97M-V/def2-TZVPD.

```
! RIJCOSX wB97M-V def2-TZVPD def2/J DEFGRID3
* xyz 0 1
H 1.956 -1.615 -2.103
H 0.256 -1.371 0.223
H -0.195 -2.290 -1.461
H -0.030 0.828 2.673
H 0.033 2.378 1.925
H -1.548 1.624 2.063
O 1.738 -1.407 -1.105
H -0.510 0.911 1.017
C 0.360 -1.372 -0.950
C -0.426 -0.217 -1.361
S 0.283 1.204 -1.698
C -0.463 1.473 1.935
H -1.454 -0.146 -1.158
*
```

Calculated values
LUMO (Ha): -0.010
HOMO (eV): -8.735
Kohn-Sham gap (eV): 8.471



2 | Computed, not measured: an isolated molecule of C3H8OS, with wB97M-V/def2-TZVPD.

```
! RIJCOSX wB97M-V def2-TZVPD def2/J DEFGRID3
* xyz 0 1
H 0.371 -1.605 1.691
H 0.999 0.431 -3.040
H -1.528 -1.088 -0.350
H -1.001 0.936 -1.531
H 0.306 -1.263 -0.762
S 1.343 0.911 -1.896
C -0.156 -0.693 1.313
O 0.912 0.147 1.642
C -0.435 -0.595 -0.157
C -0.225 0.800 -0.871
H -0.144 1.620 -0.237
H 0.636 0.845 2.143
H -1.078 -0.445 2.056
*
```

Calculated values
LUMO (Ha): 0.031
HOMO (eV): -9.024
Kohn-Sham gap (eV): 9.866



Verdict on stability: 2 comes out on top.



1 | Computed, not measured: a cluster of 2 separate species, CH3FINS in total, with wB97M-V/def2-TZVPD.

```
! RIJCOSX wB97M-V def2-TZVPD def2/J DEFGRID3
* xyz 0 1
S -0.001 -2.725 0.138
H -2.783 -0.951 0.307
N -0.844 -1.528 -0.234
H -1.705 0.293 -0.507
H 2.040 1.290 -0.178
I 3.058 0.100 -0.133
C -1.914 -0.761 -0.326
F -0.960 -3.920 0.946
*
```

Calculated values
LUMO (Ha): 0.008
HOMO (eV): -9.111
Kohn-Sham gap (eV): 9.331



2 | Computed, not measured: a cluster of 3 separate species, CH3FINS in total, with wB97M-V/def2-TZVPD.

```
! RIJCOSX wB97M-V def2-TZVPD def2/J DEFGRID3
* xyz 0 1
H -0.589 1.826 1.452
H 0.190 -0.905 -2.271
I 1.655 -1.345 -2.794
F -0.650 -1.191 -0.108
N 0.186 0.117 0.945
H -1.647 0.852 0.395
C -0.717 0.958 0.937
S 1.571 -0.312 1.445
*
```

Calculated values
LUMO (Ha): -0.069
HOMO (eV): -9.465
Kohn-Sham gap (eV): 7.588



Verdict on stability: 1 comes out on top.



1 | Computed, not measured: an isolated molecule of C19H21FN2O3S, with wB97M-V/def2-TZVPD.

```
! RIJCOSX wB97M-V def2-TZVPD def2/J DEFGRID3
* xyz 0 1
N -3.097 1.069 -0.143
C -4.788 2.671 -0.499
H 2.868 -1.718 0.604
H -5.321 2.683 1.627
H 5.613 3.247 -1.128
O -3.560 -0.608 -1.988
C -1.879 -1.350 -0.109
H 1.347 -3.150 0.940
C 1.464 -0.375 1.268
N 2.713 -0.881 1.141
H -0.899 0.457 0.463
C 4.800 1.734 0.143
C 5.525 2.187 -0.947
C 0.457 -2.625 0.623
C 3.885 -0.150 1.572
H -3.654 1.612 -2.071
C -2.950 -3.509 -0.788
H -5.621 1.990 -0.676
S -3.410 -0.524 -0.561
H -3.240 -3.107 -1.758
H 4.515 -0.816 2.173
H 6.477 -0.800 -2.228
C -4.440 2.708 0.989
H -0.530 -4.427 0.052
H -5.031 3.651 -0.903
H 6.700 1.639 -2.652
F 5.168 -1.835 -0.264
C -3.558 1.464 1.185
C -0.819 -0.614 0.369
H 4.321 2.438 0.807
H 3.532 0.677 2.191
H -2.726 2.839 -1.168
O -4.464 -1.077 0.251
C -1.797 -2.733 -0.249
H -3.810 -3.392 -0.131
O 1.240 0.701 1.790
C 0.370 -1.240 0.733
H -3.870 3.610 1.215
C 5.290 -0.502 -0.483
H -2.694 1.672 1.824
H -4.120 0.632 1.613
C -0.612 -3.353 0.135
C 6.017 -0.074 -1.576
H -2.705 -4.563 -0.885
C 6.134 1.286 -1.804
C -3.514 2.081 -1.099
C 4.674 0.377 0.400
*
```

Calculated values
LUMO (Ha): 0.020
HOMO (eV): -9.420
Kohn-Sham gap (eV): 9.955



2 | Computed, not measured: an isolated molecule of C19H21FN2O3S, with wB97M-V/def2-TZVPD.

```
! RIJCOSX wB97M-V def2-TZVPD def2/J DEFGRID3
* xyz 0 1
H -1.807 -4.061 3.192
H -2.286 1.113 2.847
C -1.425 -2.016 2.980
H 2.626 -1.818 -5.865
C 1.759 -0.735 -3.313
N 0.978 0.863 -4.814
C 2.335 -0.957 -5.792
H 0.633 -1.794 -0.827
C -0.729 0.359 0.010
S 2.126 0.183 -7.089
H 0.420 1.733 5.795
C -0.990 1.652 0.658
C 0.864 -0.144 0.067
F 2.458 2.484 4.374
C -1.287 -3.509 2.384
H 1.711 2.183 1.734
C -1.235 0.269 -1.460
C 1.104 2.283 3.852
C -0.140 0.313 -2.477
N 0.854 -0.555 -2.445
C -0.616 1.884 2.059
H -0.879 -1.897 3.829
C -1.640 1.603 3.073
H -2.536 -1.761 3.094
O -0.762 -0.913 1.935
H 1.314 -0.511 1.024
O -2.350 -0.938 0.654
H -1.883 0.975 -1.475
C -1.256 1.361 4.478
H -1.932 1.275 5.158
H -1.964 -3.572 1.258
H 0.251 1.379 -2.258
O 2.551 -1.943 -3.112
C 0.741 2.096 2.560
C 1.318 1.238 -6.143
C -1.322 -0.629 0.875
C 0.156 1.922 4.816
H -0.372 0.435 -3.466
H -0.241 -3.695 2.237
H 0.928 2.057 -6.534
H 1.165 0.859 -0.237
H -1.581 -0.691 -1.523
C 1.282 -1.246 -1.071
H -0.205 2.551 0.056
C 1.564 -0.233 -4.691
H 2.179 -1.409 -0.862
H -1.880 1.956 0.457
*
```

Calculated values
LUMO (Ha): 0.002
HOMO (eV): -8.488
Kohn-Sham gap (eV): 8.547



Verdict on stability: 1 comes out on top.



1 | Computed, not measured: an isolated molecule of CH4N2OS, with wB97M-V/def2-TZVPD.

```
! RIJCOSX wB97M-V def2-TZVPD def2/J DEFGRID3
* xyz 0 1
H 0.573 -1.457 1.556
C -0.596 -0.758 0.037
H -1.267 -1.719 -0.162
N -0.805 0.182 -0.904
S 0.080 1.545 -1.563
H 1.023 0.902 1.654
O 1.447 0.194 0.898
H -0.726 1.768 -2.622
N 0.272 -0.658 1.106
*
```

Calculated values
LUMO (Ha): 0.021
HOMO (eV): -8.201
Kohn-Sham gap (eV): 8.784



2 | Computed, not measured: an isolated molecule of CH4N2OS, with wB97M-V/def2-TZVPD.

```
! RIJCOSX wB97M-V def2-TZVPD def2/J DEFGRID3
* xyz 0 1
N 1.556 -0.063 -0.216
N -0.713 0.637 0.507
O 1.212 -1.202 0.149
C 0.562 0.832 -0.290
H 1.810 -1.795 -0.328
S -1.840 -0.535 -0.308
H -2.147 -1.323 0.912
H -1.142 1.620 0.552
H 0.702 1.829 -0.978
*
```

Calculated values
LUMO (Ha): 0.023
HOMO (eV): -8.865
Kohn-Sham gap (eV): 9.497



3 | Computed, not measured: an isolated molecule of CH4N2OS, with wB97M-V/def2-TZVPD.

```
! RIJCOSX wB97M-V def2-TZVPD def2/J DEFGRID3
* xyz 0 1
O -1.375 -0.755 0.445
H 0.751 -0.410 1.135
C 0.733 -0.175 0.102
H 0.705 1.879 0.665
H -0.412 -0.914 -1.385
N -0.292 -1.103 -0.365
H 1.691 -0.222 -0.544
S -2.288 0.490 -0.014
N 0.487 1.210 -0.039
*
```

Calculated values
LUMO (alpha / beta) (Ha): -0.086 / -0.086
HOMO (alpha / beta) (eV): -8.787 / -8.790
Kohn-Sham gap (alpha / beta) (eV): 6.445 / 6.448



4 | Computed, not measured: an isolated molecule of CH4N2OS, with wB97M-V/def2-TZVPD.

```
! RIJCOSX wB97M-V def2-TZVPD def2/J DEFGRID3
* xyz 0 1
H 1.330 1.666 0.033
H 2.618 -0.651 0.486
O 2.034 -0.374 -0.191
C -0.124 0.240 0.062
N 0.786 -0.823 0.174
H 0.472 -1.682 -0.224
H -0.371 2.220 -0.164
N 0.328 1.525 0.041
S -1.711 -0.307 -0.030
*
```

Calculated values
LUMO (Ha): 0.021
HOMO (eV): -8.382
Kohn-Sham gap (eV): 8.952



Verdict on stability: 4 comes out on top.



1 | Computed, not measured: a structure of composition C45H42N6PS4Ti, with wB97M-V/def2-TZVPD.

```
! RIJCOSX wB97M-V def2-TZVPD def2/J DEFGRID3
* xyz 1 1
H -5.596 0.529 -2.753
H -0.130 -6.477 1.030
C -2.722 -4.322 -2.726
C 1.139 -0.935 5.340
N 0.021 1.027 -2.547
C -4.705 1.048 -2.444
H -3.558 2.725 0.695
C 0.180 0.678 -4.914
H -1.211 1.362 3.327
H 0.171 -0.016 -5.742
H 0.566 -2.650 -1.346
H 4.205 1.031 2.328
N -3.610 -1.954 -2.438
C 3.441 1.887 -2.100
H 0.514 2.455 -6.116
S 4.994 2.122 -1.174
H 2.650 1.647 -1.390
C 0.387 2.064 -5.115
C 3.548 0.804 -3.169
C -1.611 -3.444 1.292
H -5.397 1.927 2.091
C -3.487 1.740 1.144
C -2.346 0.948 0.936
C -3.020 2.690 -1.879
H -0.142 -0.837 -3.460
H 3.455 2.704 0.566
C -0.226 -5.405 1.140
C -4.483 0.036 2.542
H 3.195 2.837 -2.575
C -0.341 -3.119 -1.706
C -0.078 5.337 1.792
C 0.002 0.218 -3.644
H -5.310 -0.298 3.155
C 0.639 0.222 5.918
C 4.370 0.861 1.262
N 0.331 3.153 -1.673
C -2.674 -2.981 -2.360
C -4.531 1.296 1.933
H 5.132 2.849 1.055
H -2.424 3.570 -1.679
H 4.761 -1.914 0.537
N -1.779 -1.050 -1.585
C 0.908 -4.613 1.262
P -0.588 -0.839 1.590
H -3.618 -4.778 -3.125
C 0.264 2.352 -2.741
H 1.791 -1.587 5.906
Ti -0.816 0.716 -0.579
C 4.422 2.199 0.537
H 2.831 1.015 -3.965
S 3.133 -0.891 -2.678
C -1.483 -4.818 1.146
H -2.596 -2.996 1.281
H -0.609 1.945 5.630
C 0.200 3.259 0.625
N 0.049 2.463 -0.550
H 1.152 1.681 1.710
N -2.570 1.484 -1.709
H 1.891 -5.065 1.248
C -2.305 -0.279 1.609
H -4.535 -2.018 -2.827
H -3.283 -1.689 2.938
C 0.782 -3.240 1.403
C 4.458 -1.324 -1.519
H 1.174 -2.194 3.621
H -0.417 6.364 1.807
H -1.537 -6.083 -2.852
C 0.963 3.473 2.892
C -0.235 4.582 0.644
C 0.526 4.787 2.919
C -0.480 -2.645 1.441
C -0.209 1.042 5.188
C -3.014 -0.832 -1.987
S 3.046 -0.248 0.698
S -4.632 2.756 -2.430
H -0.671 5.009 -0.248
H 0.520 -5.042 -2.005
C -0.051 -0.452 3.300
C -1.553 -5.038 -2.572
H 0.660 5.387 3.809
C 0.795 -1.274 4.039
C -0.377 -4.444 -2.083
C 3.942 -1.596 -0.112
C 0.437 2.895 -4.041
H 4.536 0.804 -3.631
C -1.523 -2.394 -1.834
C -0.549 0.711 3.887
C -3.360 -0.751 2.402
H 0.604 3.959 -4.128
H 0.904 0.480 6.934
H 5.187 -0.516 -1.518
H 1.438 3.037 3.761
C -3.515 0.537 -2.043
H 1.666 -2.621 1.500
H 5.317 0.332 1.156
H -2.368 -5.431 1.039
H 3.224 -2.418 -0.147
C 0.799 2.705 1.746
H 4.951 -2.224 -1.891
*
```

Calculated values
LUMO (alpha / beta) (Ha): -0.109 / -0.109
HOMO (alpha / beta) (eV): -9.173 / -9.173
Kohn-Sham gap (alpha / beta) (eV): 6.205 / 6.205



2 | Computed, not measured: a structure of composition C45H42N6PS4Ti, with wB97M-V/def2-TZVPD.

```
! RIJCOSX wB97M-V def2-TZVPD def2/J DEFGRID3
* xyz 1 1
H 0.984 -6.376 2.481
H 8.828 -0.266 -1.093
H -0.573 5.515 3.303
H 8.316 1.295 0.752
H 4.406 -0.900 3.339
C 1.224 -5.321 2.472
C 0.592 2.073 -1.034
C 2.037 -3.361 3.582
C -3.432 -2.260 -0.969
C 1.002 -2.376 -4.501
H -4.578 2.350 1.597
H -2.864 1.693 3.265
H -4.203 4.922 -0.826
N 0.670 -1.254 -1.945
P 3.482 0.062 0.832
H 0.449 -0.211 3.867
H 2.986 3.754 4.172
C 6.814 -0.987 -1.246
N 1.348 -3.241 -1.024
H -0.801 3.139 4.108
H -2.760 0.715 1.806
H -2.133 4.810 2.949
H -2.595 6.545 0.004
C -2.446 -1.701 -0.227
H 1.532 -4.172 -3.473
H 2.430 -2.870 4.463
C 1.356 -3.233 1.278
C 5.524 -0.903 -0.745
C 1.180 3.241 -1.492
H 0.682 -5.065 0.407
C 1.363 1.074 -0.422
H 4.384 2.652 -0.551
C -1.969 -2.536 3.269
H 2.828 2.813 1.896
H 7.038 -1.678 -2.048
C 3.322 2.492 -0.697
C 2.722 1.329 -0.222
C 7.532 0.681 0.329
C 3.605 0.891 2.461
C 1.087 -2.563 -2.107
H -4.060 -3.104 -0.739
C 1.723 -4.709 3.618
C 1.852 -2.624 2.420
C -2.613 1.722 2.203
H 1.872 -5.282 4.523
C -2.352 -0.347 -1.970
N -2.580 -2.785 2.043
H 3.833 2.374 6.035
C -2.194 -3.050 4.541
C -0.505 -1.483 5.323
C -0.494 3.393 3.091
C 4.083 0.120 3.524
H -2.030 0.459 -2.608
S -0.839 2.008 1.987
C -2.584 5.541 0.430
C -3.180 4.604 -0.619
H -2.926 -3.824 4.728
C 5.225 -0.016 0.288
H 0.520 -0.354 -5.187
H 4.555 0.043 5.610
C -2.013 -1.963 1.141
H 4.740 -1.533 -1.152
C 3.763 1.957 5.039
H -0.487 1.970 -1.130
H 0.595 3.436 3.083
H -1.585 -2.868 6.569
C -0.274 -0.994 4.057
N -1.811 -0.620 -0.816
C 1.045 -4.594 1.309
C 6.240 0.771 0.826
C 4.167 0.649 4.801
Ti 0.325 -0.725 -0.056
N 1.135 -2.490 0.077
S -3.162 2.815 -0.292
S -0.874 5.194 0.947
H 0.289 0.553 -2.940
H -3.478 3.681 1.907
H 0.571 4.008 -1.955
C -1.015 -1.549 3.016
H -2.616 4.685 -1.550
C 0.499 -0.496 -3.089
H -3.352 -3.407 1.877
C 1.232 -3.136 -3.412
C 7.819 -0.195 -0.708
C 3.281 2.727 3.992
C 2.549 3.440 -1.348
C -1.442 -2.506 5.561
H 3.004 4.349 -1.718
C 3.195 2.197 2.709
S -3.622 -1.384 -2.421
C -1.075 4.753 2.704
H 6.024 1.455 1.638
H 1.111 -2.790 -5.494
H 2.115 -1.576 2.401
C -3.548 2.689 1.476
H 0.051 -1.077 6.156
H -3.206 5.585 1.322
N -1.042 -1.235 1.660
C 0.642 -1.003 -4.332
*
```

Calculated values
LUMO (alpha / beta) (Ha): -0.119 / -0.119
HOMO (alpha / beta) (eV): -9.143 / -9.144
Kohn-Sham gap (alpha / beta) (eV): 5.908 / 5.908



Verdict on stability: 1 comes out on top.



1 | Computed, not measured: a structure of composition H14LiO7, with wB97M-V/def2-TZVPD.

```
! RIJCOSX wB97M-V def2-TZVPD def2/J DEFGRID3
* xyz 1 1
H -3.205 0.385 -0.423
H 2.227 -0.315 -0.352
O -0.287 2.194 0.310
H 2.592 -0.621 1.131
O -2.571 0.131 0.327
H -0.436 2.412 -0.694
H 0.484 0.783 3.168
Li 0.220 0.104 0.508
O 2.232 0.150 -2.227
H -0.995 0.277 2.578
H 2.212 -0.832 -2.201
O 1.832 -0.231 0.567
H 1.315 0.314 -1.815
H 0.574 -2.502 0.777
O -0.237 0.134 -1.889
H -0.491 -0.672 -2.011
H -0.812 -2.525 -0.157
O -0.069 -2.032 0.254
H -0.883 2.586 0.883
H -0.944 0.668 -2.099
O 0.017 0.239 2.592
H -2.776 -0.649 0.776
*
```

Calculated values
LUMO (Ha): -0.130
HOMO (eV): -14.514
Kohn-Sham gap (eV): 10.984



2 | Computed, not measured: a structure of composition H14LiO7, with wB97M-V/def2-TZVPD.

```
! RIJCOSX wB97M-V def2-TZVPD def2/J DEFGRID3
* xyz 1 1
H -1.985 1.014 1.523
H 1.351 -0.747 -2.024
O -1.569 0.134 1.542
O 1.543 0.280 1.359
H 0.619 -2.624 1.104
O -2.020 -0.843 -0.928
O 1.122 -1.048 -1.217
H -2.372 -1.764 -0.822
Li -0.014 -0.232 0.160
O 2.035 1.570 -1.690
H -1.302 2.103 -0.882
H 2.245 0.374 0.660
H 2.339 2.499 -1.840
H 1.182 1.425 -1.974
O -0.258 -2.388 0.872
H -1.427 -0.044 2.569
H 1.915 0.748 1.971
H -0.518 2.930 0.283
H -2.882 -0.390 -0.598
H -0.602 -2.921 1.553
H 1.128 -2.053 -1.255
O -0.530 1.976 -0.367
*
```

Calculated values
LUMO (Ha): -0.118
HOMO (eV): -14.643
Kohn-Sham gap (eV): 11.427



Verdict on stability: 2 comes out on top.